# 1
{"formula": "C24H25AgAsF5N6O4Te", "method": "ωB97M-V with the def2-TZVPD basis set", "species": ["Ag", "N", "C", "C", "O", "N", "C", "C", "O", "O", "H", "H", "H", "H", "H", "H", "N", "C", "N", "N", "C", "N", "H", "H", "H", "H", "C", "C", "C", "C", "C", "C", "As", "C", "C", "C", "C", "C", "C", "C", "C", "C", "C", "C", "C", "H", "H", "H", "H", "H", "H", "H", "H", "H", "H", "H", "H", "H", "H", "H", "F", "Te", "F", "F", "F", "F", "O"], "coordinates": [[-0.64236, 1.33420, -1.24562], [2.23042, 1.18894, 0.55446], [2.40949, 2.61975, 0.75957], [1.25579, 3.52959, 0.34218], [1.36878, 4.72096, 0.65786], [0.20132, 3.01635, -0.29856], [-0.88645, 3.96125, -0.57935], [-2.19180, 3.30464, -0.13755], [-3.07893, 3.92283, 0.42904], [-2.25879, 2.04396, -0.41664], [1.98837, 1.03057, -0.42700], [3.12026, 0.72024, 0.69395], [2.56418, 2.81367, 1.82599], [3.28733, 3.01727, 0.23015], [-0.71999, 4.89632, -0.04656], [-0.94920, 4.17065, -1.65584], [-0.98471, -1.82151, -6.09704], [-1.51905, -0.75200, -5.48401], [-1.59155, 0.40696, -6.16293], [-2.23792, -0.95018, -4.36977], [-1.99112, -0.45337, -3.22857], [-1.83592, -0.21661, -2.07818], [-0.16653, -1.54134, -6.65001], [-0.75378, -2.55336, -5.43432], [-0.77567, 0.54511, -6.76121], [-1.72637, 1.21173, -5.54455], [-3.36160, -3.45921, 2.48773], [-2.26201, -3.23656, 3.30623], [-1.26386, -2.36403, 2.90317], [-1.34825, -1.70224, 1.68087], [-2.45404, -1.93425, 0.86714], [-3.45705, -2.80616, 1.26925], [0.01773, -0.40550, 1.01990], [-0.05210, 0.64339, 2.66524], [-1.26734, 1.32094, 2.78577], [-1.49481, 2.21193, 3.81886], [-0.50873, 2.42232, 4.77365], [0.70424, 1.76237, 4.66112], [0.94310, 0.89816, 3.59985], [1.46970, -1.71934, 1.08743], [2.26306, -2.09341, 2.16691], [3.25894, -3.04749, 2.00881], [3.46578, -3.64814, 0.77547], [2.66811, -3.29565, -0.30409], [1.68200, -2.33529, -0.14817], [-4.14139, -4.14149, 2.80467], [-2.18942, -3.74917, 4.25863], [-0.40705, -2.18611, 3.54476], [-2.51376, -1.41211, -0.08170], [-4.31568, -2.97862, 0.63209], [-2.03339, 1.16191, 2.03260], [-2.42694, 2.75956, 3.86556], [-0.67952, 3.11769, 5.58670], [1.47847, 1.93342, 5.40035], [1.92045, 0.44554, 3.48535], [2.10141, -1.64760, 3.14134], [3.87537, -3.32905, 2.85533], [4.24641, -4.39070, 0.65984], [2.81836, -3.75547, -1.27145], [1.08080, -2.03582, -1.00232], [0.70721, -1.87532, -3.47676], [0.87218, 0.28617, -3.74249], [1.56916, 0.27336, -5.99672], [-0.67983, 2.09054, -3.57680], [2.69433, -0.38293, -3.59869], [1.95332, 1.92497, -3.93888], [0.95087, 0.51277, -1.88205]], "atomic_forces_ev_per_a": [[-0.4, 0.6, 0.8], [0.1, 0.2, -0.3], [0.1, 0.1, 0.0], [0.6, -0.5, 0.2], [-0.1, 0.0, -0.1], [-0.8, 0.0, -0.5], [-0.1, 0.1, 0.2], [0.3, 1.2, 0.1], [-0.1, -0.2, -0.1], [-0.7, -0.5, 0.1], [0.1, -0.1, 0.0], [-0.1, 0.0, 0.0], [0.0, 0.1, -0.1], [-0.1, 0.0, 0.0], [-0.1, -0.1, 0.0], [0.0, -0.1, 0.1], [1.0, 0.3, -0.1], [-1.5, -0.3, 0.0], [1.0, 0.4, 0.4], [0.2, 0.1, -0.4], [-0.2, -0.3, 1.5], [0.0, 0.1, -1.2], [-0.2, -0.3, 0.1], [0.1, 0.1, 0.1], [0.0, 0.1, 0.1], [0.0, -0.1, 0.0], [0.0, 0.0, 0.0], [0.0, 0.0, 0.0], [0.1, 0.1, 0.0], [-0.1, 0.1, -0.1], [0.1, 0.1, 0.0], [-0.1, -0.1, 0.0], [-0.1, -0.7, 0.8], [0.0, 0.2, 0.0], [0.0, -0.1, -0.1], [0.0, 0.0, 0.1], [0.0, 0.0, 0.0], [0.1, 0.0, 0.1], [0.1, -0.1, -0.1], [0.1, 0.1, -0.1], [-0.1, 0.1, 0.1], [0.0, -0.1, 0.1], [0.0, 0.0, 0.0], [0.1, -0.1, 0.1], [-0.2, 0.2, 0.0], [0.0, 0.0, 0.0], [0.0, 0.0, 0.0], [0.0, 0.0, 0.0], [-0.1, -0.1, 0.0], [0.0, 0.0, 0.0], [0.0, 0.1, 0.0], [0.0, 0.0, 0.0], [0.0, 0.0, 0.0], [0.0, 0.0, 0.0], [0.0, 0.0, 0.0], [0.0, 0.0, 0.0], [0.0, 0.0, 0.0], [0.0, 0.0, 0.0], [0.0, 0.0, -0.1], [0.1, 0.0, -0.1], [-0.5, 0.3, -0.1], [3.7, 0.4, -2.5], [-1.0, -0.4, 0.2], [-0.3, -0.4, -0.1], [-0.8, 0.2, 0.2], [-0.8, -0.5, 0.3], [0.6, -0.2, 0.6]], "mulliken_charge": [1.93, -0.14, -0.73, 0.34, -0.77, -0.40, -0.60, 0.62, -0.75, -0.77, -0.13, 0.28, 0.26, 0.36, 0.41, 0.26, -0.59, 0.31, -0.51, -0.69, 0.72, -0.44, 0.31, 0.33, 0.33, 0.36, -0.41, -0.66, -0.43, 0.12, -0.05, -0.59, 1.72, 0.71, -0.90, -0.60, -0.50, -0.66, -0.39, 0.81, -0.27, -0.68, -0.39, -0.72, -0.58, 0.34, 0.38, 0.20, 0.11, 0.41, 0.29, 0.42, 0.34, 0.37, 0.30, 0.14, 0.38, 0.35, 0.45, 0.16, -0.73, 1.49, -0.74, -0.74, -0.48, -0.51, -0.74], "charge": -2, "lumo_energy_ha": 0.1203, "gap_ev": 6.579, "e_above_lowest_kj_mol": 215.9}

# 2
{"formula": "C24H25AsMnN7O2S6", "method": "ωB97M-V with the def2-TZVPD basis set", "species": ["Mn", "N", "C", "N", "C", "C", "S", "C", "C", "S", "C", "N", "N", "H", "H", "H", "H", "H", "H", "S", "As", "S", "S", "S", "C", "O", "C", "C", "C", "C", "C", "C", "N", "C", "C", "C", "C", "C", "C", "C", "O", "H", "H", "H", "H", "H", "H", "H", "H", "H", "H", "H", "H", "H", "C", "N", "C", "C", "N", "C", "H", "H", "H", "H", "H", "H"], "coordinates": [[0.29822, -0.07529, -0.31339], [-1.67425, -1.42916, 2.49571], [-2.19214, -1.63947, 1.26485], [-1.58037, -1.34456, 0.16865], [-2.33527, -1.64091, -0.95209], [-3.52655, -2.22569, -0.70003], [-3.74807, -2.40651, 1.00693], [-1.80445, -1.19875, -2.24812], [-2.35809, -1.35502, -3.46843], [-1.34955, -0.63515, -4.67334], [-0.22775, -0.15214, -3.42129], [-0.61725, -0.48734, -2.22688], [0.93298, 0.47633, -3.69157], [-0.85401, -0.80847, 2.50698], [-2.30668, -1.35800, 3.26919], [-4.30055, -2.52357, -1.39197], [-3.27016, -1.86498, -3.74097], [1.00573, 0.95751, -4.57032], [1.35434, 0.95836, -2.87530], [4.15936, 2.05744, 1.08849], [2.05096, 2.15480, 1.05222], [1.21696, 2.22205, -1.00577], [1.11704, 0.23254, 1.79202], [1.33052, 3.80799, 2.17678], [3.66560, -3.82475, -3.17059], [2.99969, -4.01157, -1.93541], [1.67881, -4.26283, -1.95094], [0.96872, -4.50995, -3.11846], [-0.35478, -4.91948, -3.07594], [-0.98253, -5.08089, -1.85336], [-0.29544, -4.77697, -0.69210], [1.02363, -4.34162, -0.71205], [1.63574, -4.12769, 0.53695], [2.78814, -3.53057, 0.89718], [3.49064, -2.52504, 0.29635], [4.87612, -2.41498, 0.65851], [5.68400, -1.49974, 0.08687], [5.14766, -0.59399, -0.87755], [3.83583, -0.61354, -1.21018], [2.92732, -1.54316, -0.62513], [1.70334, -1.44949, -0.85819], [4.68898, -3.56557, -2.91523], [3.22490, -3.00451, -3.74162], [3.65540, -4.73767, -3.77208], [1.45507, -4.40729, -4.07784], [-0.88585, -5.10697, -4.00023], [-2.00784, -5.42209, -1.79872], [-0.79012, -4.88221, 0.26921], [1.10259, -4.50359, 1.30241], [3.21176, -3.95480, 1.80517], [5.27171, -3.12606, 1.37695], [6.72897, -1.44342, 0.36237], [5.78572, 0.15785, -1.32141], [3.43156, 0.11035, -1.90303], [-1.76795, 5.08531, 0.44659], [-2.03298, 3.70472, 0.08952], [-2.72485, 3.25726, -1.01416], [-2.57105, 1.90035, -1.02075], [-1.79306, 1.51699, 0.04967], [-1.50487, 2.62181, 0.69330], [-2.55338, 5.71927, 0.03764], [-0.80064, 5.39668, 0.05266], [-1.73611, 5.19036, 1.52789], [-3.23187, 3.92832, -1.69010], [-2.97377, 1.18770, -1.72558], [-0.89707, 2.69597, 1.58593]], "atomic_forces_ev_per_a": [[-0.7, 1.1, -0.2], [0.3, -0.1, -0.1], [-0.3, -0.2, 0.2], [0.2, -0.2, -0.8], [0.0, 0.1, 0.2], [-0.2, -0.1, -0.1], [0.1, 0.1, 0.0], [0.1, 0.1, 0.1], [-0.2, -0.2, -0.2], [0.1, 0.0, 0.1], [-0.2, 0.0, -0.2], [-0.4, -0.5, -0.3], [0.1, 0.1, 0.2], [-0.1, 0.0, 0.0], [-0.1, 0.1, 0.1], [0.1, 0.1, 0.1], [0.1, 0.1, 0.1], [0.0, 0.1, 0.0], [-0.1, 0.0, -0.1], [0.0, -0.2, -0.1], [0.3, 0.4, 0.2], [0.2, -0.1, -0.2], [0.6, 0.2, 1.3], [-0.2, 0.0, 0.1], [0.1, 0.1, 0.0], [0.3, 0.0, 0.0], [0.0, 0.0, 0.0], [-0.1, 0.0, -0.1], [0.0, 0.1, 0.0], [-0.1, 0.0, 0.0], [-0.1, 0.0, 0.1], [-0.2, 0.2, 0.1], [-0.1, 0.0, -0.2], [0.1, 0.1, 0.0], [0.1, 0.2, -0.1], [0.1, 0.1, 0.1], [0.2, -0.1, 0.0], [-0.2, 0.0, 0.0], [0.4, 0.0, -0.3], [0.3, 0.0, 0.1], [0.0, -1.2, -0.5], [0.0, 0.0, 0.0], [0.0, 0.0, 0.0], [0.0, 0.0, 0.0], [0.0, 0.0, 0.0], [0.0, 0.0, 0.0], [0.0, 0.0, 0.0], [0.0, 0.1, 0.0], [0.1, -0.3, 0.0], [-0.1, 0.1, 0.0], [0.0, 0.1, 0.0], [0.0, 0.0, 0.0], [0.1, 0.0, 0.1], [-0.1, 0.1, 0.1], [0.1, 0.0, -0.1], [-0.2, 0.1, 0.0], [0.2, -0.1, -0.1], [0.1, 0.2, 0.2], [-0.6, -0.3, -0.2], [0.0, -0.1, 0.1], [-0.1, 0.0, 0.0], [0.0, 0.0, 0.0], [0.0, 0.0, 0.0], [0.0, 0.0, 0.1], [0.0, 0.0, 0.0], [0.1, 0.1, -0.1]], "mulliken_charge": [0.18, -0.30, -0.15, 1.17, -0.80, 0.02, -0.33, -1.06, 0.14, -0.32, -0.09, 1.21, -0.28, -0.03, 0.25, 0.44, 0.44, 0.26, -0.21, -0.57, 0.44, -0.62, -0.69, -0.59, -1.11, -0.36, 0.90, -0.53, -0.78, -0.65, -0.56, 0.47, 0.12, -0.96, 1.37, -1.05, -0.83, -0.46, -0.48, 1.11, -0.23, 0.26, 0.38, 0.39, 0.44, 0.40, 0.36, 0.22, 0.32, 0.34, 0.32, 0.40, 0.45, 0.28, -0.84, 0.26, -0.70, -0.47, 0.16, -0.74, 0.31, 0.28, 0.32, 0.41, 0.34, 0.61], "charge": -1, "lumo_energy_ha": [0.0650, 0.0646], "gap_ev": [4.924, 4.922], "spin_multiplicity": 6, "e_above_lowest_kj_mol": 7.9}